(1)
42
Properties=species:S:1:pos:R:3:forces:R:3 method="wB97M-V/def2-TZVPD" orbital_gap_ev=8.6771 lumo_energy_ev=0.52 homo_energy_ev=-8.155 smiles="Cc1ccc(OCC(=O)NNC(=S)NCc2ccccc2)cc1" total_energy_ev=-37337.755
C -0.09340 5.49654 -4.01416 -0.0284 0.0462 0.0199
C -0.51173 4.83309 -2.73779 0.0981 -0.0635 -0.0017
C -1.79717 5.01874 -2.23681 0.0839 -0.0964 0.0887
C -2.19264 4.42448 -1.05766 0.0123 -0.1372 0.1914
C -1.30342 3.62282 -0.34600 0.0085 0.1447 -0.1779
O -1.79966 3.06142 0.81271 -0.1674 0.0707 -0.1743
C -0.89882 2.40716 1.66809 0.2171 -0.0157 0.2700
C -0.42862 1.04296 1.15951 -0.1650 0.0960 -0.1396
O 0.57933 0.50730 1.58262 0.2621 0.0946 0.0796
N -1.28031 0.50739 0.26714 -0.4951 -0.2841 -0.1354
N -1.11472 -0.68145 -0.45061 0.3124 0.5966 0.0778
C -0.95967 -1.94612 0.06372 -0.1647 0.0899 0.2829
S -1.41280 -3.19405 -0.91795 -0.1562 -0.5356 -0.4661
N -0.45856 -2.06422 1.29888 -0.0487 0.4558 -0.0627
C -0.06946 -3.35125 1.84303 -0.0429 -0.2504 0.0741
C 1.36285 -3.67091 1.49502 -0.0977 -0.0148 0.0314
C 2.39589 -2.98882 2.12636 -0.0165 -0.0885 -0.0445
C 3.71171 -3.24059 1.78313 0.0726 0.0860 0.0620
C 4.00628 -4.17408 0.80335 0.0778 -0.0272 -0.0493
C 2.98085 -4.85134 0.16646 0.0710 -0.0439 -0.0364
C 1.66347 -4.59928 0.50859 -0.0328 -0.0472 0.0354
C -0.02193 3.42159 -0.83567 -0.1070 -0.1392 0.3504
C 0.36061 4.02940 -2.02132 -0.1285 0.1261 -0.1092
H -0.81366 5.29312 -4.80475 0.0088 0.0114 -0.1045
H -0.04545 6.57673 -3.87846 0.0420 0.0734 -0.0723
H 0.88463 5.14602 -4.33282 0.0567 0.0107 -0.0737
H -2.49501 5.63989 -2.77882 -0.0927 0.0687 -0.0550
H -3.18663 4.56845 -0.66422 -0.1249 0.0263 0.0501
H -1.44306 2.24957 2.60562 0.1418 -0.0052 -0.1207
H -0.01548 3.01957 1.88473 -0.0658 -0.1495 -0.0794
H -2.12757 1.02854 0.06512 0.1683 -0.1829 0.0721
H -1.52026 -0.66488 -1.37754 0.1384 0.0326 0.2110
H 0.06692 -1.26395 1.65095 -0.1430 0.0387 -0.1115
H -0.20015 -3.30153 2.92796 -0.0017 -0.0464 -0.0962
H -0.74150 -4.10557 1.42850 0.0725 0.0904 0.1685
H 2.16792 -2.25606 2.88771 -0.0175 0.0879 0.1069
H 4.50864 -2.70656 2.27974 0.0661 0.0359 0.0401
H 5.03414 -4.37075 0.53548 0.0769 -0.0149 -0.0182
H 3.20608 -5.57616 -0.60197 0.0215 -0.0594 -0.0612
H 0.86329 -5.11910 0.00339 -0.0931 -0.0164 -0.0306
H 0.68619 2.79456 -0.31602 0.0852 -0.0496 0.0592
H 1.36237 3.86458 -2.39014 0.0957 -0.0145 -0.0511

(2)
104
Properties=species:S:1:pos:R:3:forces:R:3 method="wB97M-V/def2-TZVPD" orbital_gap_ev="4.9167 / 4.9141" lumo_energy_ev="1.35 / 1.35" homo_energy_ev="-3.564 / -3.562" total_energy_ev=-93974.239 total_charge=-1
Sr 0.42212 -0.51861 0.47419 0.1820 -0.3453 -0.9405
C -3.97959 3.00232 4.35447 0.0407 -0.0974 0.0175
C -4.07204 1.81728 5.09737 -0.1286 0.1717 -0.0336
C -3.21783 0.75114 4.86730 0.0331 -0.0777 -0.0423
C -2.26487 0.89110 3.86779 -0.0567 -0.1182 0.1067
C -1.18186 0.01955 3.36559 0.0202 -0.0520 0.1482
N -0.51899 0.66864 2.39119 0.2610 0.1488 0.0747
C -1.02954 1.91187 2.22828 0.1391 -0.0468 0.0772
N -0.56492 2.90333 1.48698 0.0322 -0.0607 -0.0717
C 0.54544 2.84532 0.74862 0.1952 -0.1397 0.1050
C 1.16753 4.03886 0.16695 -0.2571 0.1356 0.0763
C 0.76821 5.36942 0.12813 0.0533 -0.0927 -0.0216
C 1.60403 6.27200 -0.50509 0.0948 -0.0285 -0.0535
C 2.82564 5.85688 -1.06049 -0.0825 0.1313 0.0339
C 3.23630 4.53805 -0.98737 -0.0687 -0.1140 0.0236
C 2.37919 3.62519 -0.38086 0.2190 0.0230 -0.1151
C 2.47475 2.18439 -0.11724 0.0458 -0.0393 0.0190
N 3.56541 1.47080 -0.36691 -0.0657 0.0691 0.0186
C 3.77997 0.22508 0.06589 0.0080 -0.0454 -0.0448
N 2.93549 -0.58376 0.73990 -0.1521 0.0258 0.2664
C 3.57805 -1.72051 1.09844 0.0416 0.1605 -0.0026
N 3.17114 -2.66978 1.94610 -0.1042 0.0582 0.0613
C 2.05152 -2.62671 2.65283 -0.0180 0.1159 0.0118
N 1.01808 -1.74888 2.54069 0.0570 0.2819 0.0512
C 0.16100 -1.91052 3.56537 0.1482 0.0561 0.0527
N -0.89513 -1.16165 3.90251 0.0259 0.0336 -0.0472
C 0.62131 -3.03606 4.39233 -0.2792 0.0484 0.1129
C 0.12105 -3.60734 5.55567 0.0480 -0.0199 -0.0704
C 0.82930 -4.65966 6.11069 0.0825 -0.0595 -0.0200
C 2.01820 -5.12097 5.52482 -0.0477 0.0028 0.0610
C 2.52556 -4.53540 4.37763 -0.0918 0.0838 -0.0329
C 1.80437 -3.48863 3.81544 0.2086 -0.1687 -0.1241
C 4.92894 -1.69552 0.53153 -0.0197 -0.2034 0.1297
C 5.98021 -2.60673 0.55363 -0.0326 0.0526 -0.0489
C 7.14895 -2.25806 -0.09941 0.0543 0.0524 -0.0533
C 7.27815 -1.01791 -0.74694 0.0236 -0.0536 0.0334
C 6.24059 -0.10225 -0.74763 -0.0538 -0.0736 0.0263
C 5.06034 -0.46132 -0.10528 0.0010 0.2148 -0.1376
N 1.33530 1.77898 0.49835 -0.0523 0.1218 0.2961
C -2.16808 2.07470 3.14386 0.0171 0.2621 -0.1756
C -3.01604 3.14780 3.36804 -0.0426 -0.1031 0.0818
H -4.66869 3.81281 4.55641 -0.0170 -0.0065 0.0219
H -4.83555 1.73984 5.86214 0.0130 -0.0236 0.0131
H -3.29010 -0.16043 5.44627 0.0290 -0.0213 -0.0182
H -0.16729 5.66952 0.58105 -0.0194 0.0136 -0.0252
H 1.31691 7.31400 -0.57224 0.0207 0.0128 -0.0056
H 3.45714 6.58951 -1.54860 0.0122 0.0044 0.0195
H 4.18978 4.21556 -1.38539 0.0002 0.0001 -0.0265
H -0.79186 -3.23588 6.00186 -0.0070 0.0086 0.0030
H 0.46585 -5.13599 7.01297 0.0016 -0.0066 0.0024
H 2.54972 -5.94611 5.98324 -0.0138 0.0002 0.0203
H 3.44818 -4.87006 3.92225 0.0130 -0.0128 0.0117
H 5.87319 -3.55866 1.05683 -0.0058 -0.0020 0.0211
H 7.98431 -2.94771 -0.11348 -0.0009 -0.0049 0.0027
H 8.20919 -0.77808 -1.24630 0.0079 0.0019 0.0054
H 6.32813 0.86211 -1.23145 0.0151 0.0110 -0.0054
H -2.91962 4.05415 2.78603 0.0032 0.0022 -0.0194
O 1.43224 -1.69736 -2.17938 0.7572 0.5873 -0.3800
S 2.77356 -1.14476 -2.65144 -0.4937 -0.4388 1.3225
C 3.35893 -2.16026 -4.02381 -0.1107 -0.1491 -0.2829
C 3.05686 -1.41528 -5.32191 -0.0393 0.0015 0.0267
C 3.26453 0.06302 -4.98236 0.0130 0.0288 0.0118
C 2.48540 0.29867 -3.69136 -0.1115 0.0567 -0.2157
H 2.86648 -3.12323 -3.88806 -0.0118 0.0027 -0.1286
H 4.43095 -2.29724 -3.87555 0.0169 0.0427 0.0085
H 2.01952 -1.57825 -5.61904 -0.0103 -0.0090 0.0189
H 3.69093 -1.75896 -6.13976 0.0369 0.0410 -0.0044
H 2.92657 0.74040 -5.76743 -0.0217 -0.0553 -0.0450
H 4.32976 0.25451 -4.82453 -0.0059 0.0252 0.0184
H 1.40492 0.30871 -3.85282 -0.0342 0.0206 -0.0466
H 2.77144 1.18727 -3.12943 0.0583 -0.0202 -0.0138
C -0.86340 -1.47858 -5.19260 0.0341 -0.2057 -0.3076
S -1.20972 -0.61028 -3.66733 0.0635 0.1132 0.1895
C -2.52896 0.46594 -4.22440 -0.1515 0.2137 -0.0685
H -1.74985 -1.98150 -5.58344 -0.0266 0.0116 0.0724
H -0.11607 -2.23969 -4.96766 -0.0103 0.0146 0.0498
H -0.47062 -0.82119 -5.97333 -0.0050 0.0509 0.0801
H -2.21705 1.10281 -5.05428 0.0619 -0.0468 -0.0109
H -2.78060 1.11504 -3.38555 0.0866 -0.0753 -0.0137
H -3.42731 -0.08389 -4.50955 0.0765 -0.0673 0.0125
C -5.48093 1.29116 -2.63678 -0.0290 0.0478 -0.0692
C -5.74902 0.81426 -1.21884 -0.1060 0.0521 0.1315
C -4.67091 -0.07086 -0.60192 0.0249 -0.0672 0.1670
C -5.13103 -0.56353 0.80831 0.0038 -0.1144 -0.1216
C -5.56991 0.54808 1.74447 -0.0535 0.1317 0.1558
C -4.49634 -1.34207 -1.40224 0.1646 -0.0142 -0.0746
O -5.35302 -1.83536 -2.11024 -0.0105 -0.0261 0.0711
N -3.29241 -1.95482 -1.19069 -0.3726 0.1663 -0.0983
C -2.19596 -1.36044 -0.57402 0.4932 0.0188 0.5025
O -1.22686 -2.11334 -0.34949 -0.5029 -0.1745 -0.2950
N -2.16359 -0.04866 -0.26308 -0.8869 -0.5999 -0.3149
C -3.32962 0.66846 -0.41532 0.5379 0.3433 -0.3768
O -3.33236 1.88986 -0.39057 -0.1053 -0.1120 0.1588
H -6.29931 1.93035 -2.97416 -0.0172 -0.0093 -0.0119
H -5.40240 0.45704 -3.33473 -0.0065 0.0014 0.0391
H -4.56748 1.88335 -2.68130 -0.0566 0.0103 0.0550
H -6.68496 0.24911 -1.18801 0.0082 0.0054 -0.0388
H -5.87173 1.68138 -0.57130 0.0463 0.0126 -0.0294
H -4.31685 -1.12803 1.26872 0.0517 0.0205 -0.0259
H -5.94958 -1.27227 0.64656 -0.0298 0.0357 0.0420
H -4.83575 1.35241 1.79160 0.0828 0.0124 -0.0163
H -5.68946 0.15993 2.75570 0.0012 -0.0409 0.0388
H -6.52401 0.98602 1.44814 0.0113 -0.0275 -0.0378
H -3.13155 -2.85494 -1.61070 0.0482 -0.1029 -0.0149